C4H6O | ωB97M-V/def2-TZVPD

The net charge is 0. For the HOMO energy, the calculation gives -9.764 eV. As for the spin multiplicity: 1. For the maximum force, the calculation gives 0.045 Eh/bohr. As for the lowest unoccupied orbital energy: 0.04320 hartree. Its orbital gap is 0.40204 Ha.

Last columns: bonded neighbours and bond lengths (Å).
CARTESIAN COORDINATES (ANGSTROEM)
1 O -1.177 -0.387 1.063  C3 1.698, C5 1.395
2 C -0.223 0.325 -0.933  C4 1.557, C5 1.527, H7 1.091, H10 1.095
3 C 0.506 -0.565 0.920  O1 1.698, C4 1.548, C5 1.491, H8 1.211
4 C 0.840 0.725 0.132  C2 1.557, C3 1.548, H6 1.097, H9 1.091
5 C -0.553 -0.896 -0.076  O1 1.395, C2 1.527, C3 1.491, H11 1.084
6 H 1.855 0.731 -0.286  C4 1.097
7 H 0.210 0.069 -1.901  C2 1.091
8 H -0.188 -0.781 1.888  C3 1.211
9 H 0.688 1.648 0.692  C4 1.091
10 H -1.073 1.000 -1.079  C2 1.095
11 H -0.884 -1.869 -0.421  C5 1.084

=====

C6H17N2O2Si | ωB97M-V/def2-TZVPD

The net charge is +1. For the HOMO energy (spin up / spin down), the calculation gives -13.938 / -13.936 eV. As for the spin multiplicity: 1. For the maximum force, the calculation gives 0.095 Eh/bohr. As for the lowest unoccupied orbital energy (spin up / spin down): -0.17647 / -0.17643 hartree. Its orbital gap (spin up / spin down) is 0.33573 / 0.33570 Ha.

Last columns: bonded neighbours and bond lengths (Å).
CARTESIAN COORDINATES (ANGSTROEM)
1 Si 1.821 -0.251 0.025  C6 1.880, C8 1.994, C10 1.964, C11 2.184
2 O -2.573 0.463 -0.443  N4 1.353, C7 1.355
3 O -1.598 -1.542 -0.097  N4 1.412, C9 1.357
4 N -1.392 -0.149 -0.191  O2 1.353, O3 1.412, C11 1.260
5 N -0.360 2.459 -0.851  H26 1.017, H27 1.038
6 C 2.454 0.441 1.654  Si1 1.880, H16 1.097, H22 1.105, H28 1.164
7 C -2.836 1.711 0.015  O2 1.355, H12 1.132, H17 1.152, H20 1.088
8 C 2.334 0.451 -1.769  Si1 1.994, H18 1.029, H19 1.135, H25 1.133
9 C -2.485 -2.095 0.767  O3 1.357, H13 1.084, H15 1.112, H21 1.082
10 C 1.614 -2.199 0.168  Si1 1.964, H14 1.092, H23 1.096, H24 1.078
11 C -0.245 0.343 -0.360  Si1 2.184, N4 1.260
12 H -3.901 1.919 -0.306  C7 1.132
13 H -3.317 -1.417 0.913  C9 1.084
14 H 0.554 -2.459 0.132  C10 1.092
15 H -2.012 -2.358 1.739  C9 1.112
16 H 2.233 -0.067 2.600  C6 1.097
17 H -2.883 1.762 1.165  C7 1.152
18 H 1.393 0.554 -2.174  C8 1.029
19 H 3.064 -0.196 -2.351  C8 1.135
20 H -2.167 2.439 -0.438  C7 1.088
21 H -2.806 -2.994 0.257  C9 1.082
22 H 2.162 1.505 1.726  C6 1.105
23 H 1.994 -2.539 1.138  C10 1.096
24 H 2.063 -2.694 -0.678  C10 1.078
25 H 2.938 1.410 -1.780  C8 1.133
26 H 0.573 2.715 -0.539  N5 1.017
27 H -0.230 2.245 -1.858  N5 1.038
28 H 3.607 0.543 1.534  C6 1.164

=====

C7H18NS2 | ωB97M-V/def2-TZVPD

The net charge is +1. For the HOMO energy, the calculation gives -12.655 eV. As for the spin multiplicity: 1. For the maximum force, the calculation gives 0.118 Eh/bohr. As for the lowest unoccupied orbital energy: -0.11532 hartree. Its orbital gap is 0.34972 Ha.

Last columns: bonded neighbours and bond lengths (Å).
CARTESIAN COORDINATES (ANGSTROEM)
1 S -0.449 0.743 0.144  C4 1.856, C10 1.803
2 S -1.135 -1.651 -3.891  C7 1.796, H26 1.324
3 N -0.579 0.909 -2.566  C8 1.480, H23 1.012, H25 1.004, H27 0.972
4 C 0.930 0.106 -0.921  S1 1.856, C8 1.490, H16 1.060, H22 1.167
5 C 0.655 1.804 2.389  C10 1.611, H18 1.117, H19 1.095, H20 1.061
6 C 0.917 -0.777 2.196  C10 1.548, H11 1.070, H14 1.121, H21 1.117
7 C -0.367 -1.505 -2.274  S2 1.796, C8 1.474, H17 1.121, H24 1.078
8 C 0.337 -0.209 -2.251  N3 1.480, C4 1.490, C7 1.474, H13 1.136
9 C -1.235 0.223 2.718  C10 1.522, H12 1.019, H15 1.128, H28 1.148
10 C 0.006 0.428 1.861  S1 1.803, C5 1.611, C6 1.548, C9 1.522
11 H 1.057 -0.909 3.249  C6 1.070
12 H -1.141 0.065 3.721  C9 1.019
13 H 1.241 -0.308 -2.932  C8 1.136
14 H 1.907 -0.769 1.671  C6 1.121
15 H -1.768 -0.632 2.210  C9 1.128
16 H 1.291 -0.825 -0.565  C4 1.060
17 H 0.495 -2.220 -2.314  C7 1.121
18 H -0.113 2.614 2.340  C5 1.117
19 H 1.627 2.069 1.960  C5 1.095
20 H 0.798 1.788 3.440  C5 1.061
21 H 0.409 -1.686 1.794  C6 1.117
22 H 1.726 0.952 -1.033  C4 1.167
23 H -1.177 0.606 -3.324  N3 1.012
24 H -1.093 -1.818 -1.542  C7 1.078
25 H -0.006 1.675 -2.872  N3 1.004
26 H -1.380 -2.943 -4.047  S2 1.324
27 H -1.031 1.141 -1.737  N3 0.972
28 H -1.924 1.130 2.575  C9 1.148